Record 1
15
Properties=species:S:1:pos:R:3:forces:R:3:nbo_charge:R:1 method="wB97M-V/def2-TZVPD" homo_energy_ha=-0.32668 e_lumo_ev=0.16 spin_multiplicity=1 de_lowest_ev=5.2978
C -0.3498 0.8556 -0.4038 -1.80 -1.98 1.73 -0.382
C -0.1332 0.2857 1.0250 3.45 1.50 -0.52 -0.356
C 0.3268 -0.4345 -0.8416 -3.87 -1.66 -4.03 -0.334
C 1.6853 -0.2232 -0.4878 3.69 -0.08 -1.21 -0.165
C 1.5988 0.3762 0.8380 -1.39 4.95 1.06 -0.041
H -2.8048 0.6740 0.4724 1.83 1.32 -3.42 0.144
H 0.0535 1.7457 -0.7166 2.41 1.94 -0.20 0.220
H -0.5557 0.6396 1.9339 -0.28 0.53 0.57 0.233
H 0.0109 -0.7377 -1.8985 0.88 -0.06 1.44 0.243
H 2.3860 -0.0047 -1.3281 -0.47 0.28 1.00 0.220
H 1.8398 -1.7684 1.0271 0.62 2.71 -0.58 0.390
H 2.0504 1.5642 0.9325 -0.88 -3.81 0.57 0.215
N 2.2647 -0.8161 0.6857 1.33 -2.90 0.71 -0.594
S -1.9809 1.2826 -0.9084 -3.62 -1.65 3.13 -0.018
S -0.3691 -1.3800 0.5333 -1.89 -1.10 -0.25 0.225

***

Record 2
13
Properties=species:S:1:pos:R:3:forces:R:3:nbo_charge:R:1 method="wB97M-V/def2-TZVPD" homo_energy_ha=-0.07781 e_lumo_ev=4.51 spin_multiplicity=1 de_lowest_ev=0.1681 total_charge=-1
C 1.7316 -1.0840 -2.0942 -0.07 -0.07 0.04 -0.855
H 1.7310 -0.1934 -1.4713 0.03 0.02 0.03 0.266
H 0.8553 -1.0183 -2.7325 -0.05 -0.03 -0.07 0.209
H 1.6112 -1.9390 -1.4325 -0.01 -0.03 0.00 0.209
H 2.6323 -1.2011 -2.6969 0.10 0.07 -0.02 0.163
C -1.1446 0.8133 0.5525 0.41 -0.27 -0.14 -0.007
O -0.1958 0.1312 -0.1221 -0.05 0.09 0.05 -0.974
C -1.0432 0.5774 2.0863 0.34 -0.18 -0.54 -0.657
H -2.1805 0.5273 0.2330 -0.18 0.13 0.15 0.061
H -1.0750 1.9209 0.3879 -0.18 0.12 0.10 0.059
H -1.7892 1.1048 2.6907 -0.05 0.06 0.04 0.156
H -0.0227 0.8657 2.3663 -0.17 0.08 0.18 0.185
H -1.1105 -0.5046 2.2330 -0.13 0.03 0.18 0.184

***

Record 3
23
Properties=species:S:1:pos:R:3:forces:R:3:nbo_charge:R:1 method="wB97M-V/def2-TZVPD" homo_energy_ha=-0.31841 e_lumo_ev=0.50 spin_multiplicity=1 de_lowest_ev=3.8955
C 0.1768 -3.1839 -0.0695 -0.35 -0.55 -0.57 -0.238
C 1.4340 -2.5396 -0.0489 -0.33 -2.63 -0.75 -0.212
C -0.9246 -2.4372 0.1988 -2.48 1.76 0.61 -0.203
C 1.5099 -1.2454 0.3546 2.71 0.35 0.54 -0.215
C -0.8519 -1.0232 0.5413 -0.57 -1.54 -1.32 -0.221
C 0.4304 -0.5066 0.7820 -1.33 1.56 -0.20 -0.053
C -1.0047 2.3435 -1.3959 -2.11 -0.28 0.09 -0.384
C 0.1207 1.9404 -1.9363 1.34 0.20 0.97 -0.190
C -1.0221 2.4347 0.0950 4.68 -1.63 -1.09 0.642
C 0.6960 0.9004 1.4275 -1.52 -3.00 1.75 -0.263
N 0.5759 2.0285 0.6124 -2.25 2.88 -2.98 -0.585
O -1.9913 1.8961 0.8230 -1.27 -1.44 0.86 -0.243
O -1.6936 3.3274 0.8154 -0.14 1.80 0.62 -0.218
S 1.4978 1.8980 -0.8652 -0.08 -0.01 0.56 0.478
Cl 0.4472 1.5704 -3.5380 -0.05 -0.05 -0.91 0.097
H -0.1769 -4.1819 -0.4415 1.68 0.59 0.50 0.227
H 2.3129 -3.1481 -0.3316 -0.40 0.76 0.11 0.219
H -1.9366 -2.9826 0.1563 1.49 1.30 -0.13 0.211
H 2.5474 -0.7933 0.3426 -1.36 -0.37 0.33 0.216
H -1.7887 -0.4283 0.2767 1.31 -0.59 1.48 0.228
H -1.9450 2.3394 -1.9866 0.66 0.25 0.75 0.254
H -0.0925 1.0096 2.2352 0.99 -0.04 -0.68 0.233
H 1.6788 0.7818 1.9527 -0.63 0.66 -0.56 0.217

***

Record 4
20
Properties=species:S:1:pos:R:3:forces:R:3:nbo_charge:R:1 method="wB97M-V/def2-TZVPD" homo_energy_ha=-0.48087 e_lumo_ev=-3.12 spin_multiplicity=1 de_lowest_ev=2.2220 total_charge=+1
C -0.3482 -0.8129 -1.9097 1.34 -0.51 -1.27 -0.671
C -0.4448 0.4425 -1.0649 -0.33 -0.57 -0.26 -0.032
C 0.7279 0.7607 -0.1373 0.19 0.60 0.79 -0.460
C 0.9174 -0.0192 1.1410 -1.00 -0.19 1.04 0.141
C 2.0789 -0.5259 1.5215 1.18 0.59 -1.53 -0.371
N -0.2933 0.0074 1.9530 -0.97 -0.62 -0.98 -0.909
N -1.7653 0.3756 -0.2971 0.13 0.10 -0.63 -0.721
H 0.6864 -1.1380 -2.0728 0.03 0.13 0.60 0.254
H -0.8753 -1.7051 -1.6028 -0.26 -0.08 0.58 0.225
H -0.6154 -0.6579 -2.9523 -0.62 0.37 0.02 0.248
H -0.5324 1.2862 -1.7427 -0.01 0.13 0.05 0.230
H 0.5601 1.7862 0.2075 0.28 0.32 -0.40 0.221
H 1.6305 0.6798 -0.7429 -0.06 0.35 0.04 0.255
H 2.8803 -0.0359 0.9580 0.14 -0.98 -0.33 0.208
H 2.4332 -1.3276 2.1523 -0.69 0.45 0.91 0.242
H -0.3474 0.7481 2.6356 0.51 0.00 0.21 0.405
H -0.5717 -0.8720 2.3647 0.26 -0.06 0.25 0.403
H -2.2091 -0.5232 -0.5026 0.16 0.06 0.50 0.433
H -2.4286 1.0655 -0.6323 0.01 0.39 0.23 0.433
H -1.4833 0.4658 0.7236 -0.27 -0.48 0.20 0.467

***

Record 5
94
Properties=species:S:1:pos:R:3:forces:R:3:mulliken_charge:R:1 method="wB97M-V/def2-TZVPD" homo_energy_ha=-0.49504 e_lumo_ev=-7.14 spin_multiplicity=1 total_charge=+2
Ta 0.2151 -0.0783 -0.1957 0.75 -0.69 -1.25 -0.186
C -1.9362 -3.7220 -0.4174 0.04 0.49 -0.72 -1.079
Si -1.8566 -2.2750 -1.6606 -1.27 -0.04 0.29 0.002
C -2.9771 -0.8384 -1.0844 0.70 -0.56 -0.40 -0.249
C -2.3499 -2.6739 -3.4484 0.54 0.09 0.72 -1.173
N -0.2148 -1.6028 -1.4088 -1.01 1.66 1.09 0.554
C 0.9120 -2.3752 -1.6469 1.89 -0.46 -0.24 1.024
C 0.9170 -3.6144 -2.2793 -0.13 0.20 0.22 -0.494
C 2.1087 -4.2620 -2.5543 0.03 0.04 0.11 -1.182
C 3.3123 -3.7015 -2.1570 -0.07 -0.12 0.03 -1.011
C 3.3349 -2.4835 -1.5019 -0.22 0.12 0.11 -0.464
C 2.1525 -1.7861 -1.2723 -0.43 -1.64 -0.72 0.533
N 2.0973 -0.4891 -0.7754 -1.46 1.92 1.30 0.186
Si 3.5686 0.5446 -0.9398 0.53 1.17 0.03 0.828
C 4.0496 0.4799 -2.7857 -0.02 -0.12 0.87 -1.364
C 2.9941 2.2988 -0.4445 0.16 -0.83 -0.41 -0.790
C 4.9043 0.0758 0.3489 -0.52 0.08 -0.59 -1.469
H -2.9612 -3.9871 -0.1837 -0.26 0.00 0.02 0.427
H -1.4238 -3.4857 0.5144 0.02 0.16 0.07 0.342
H -1.4635 -4.6135 -0.8155 0.08 -0.18 -0.08 0.407
H -3.9892 -1.2089 -0.9625 -0.21 -0.12 0.14 0.650
H -3.0182 -0.0396 -1.8182 0.04 0.16 -0.17 0.181
H -2.6824 -0.4055 -0.1306 0.01 0.15 0.33 -0.585
H -3.3807 -3.0166 -3.4370 -0.21 -0.06 0.06 0.414
H -1.7529 -3.4516 -3.9125 0.08 -0.14 -0.04 0.405
H -2.3029 -1.7975 -4.0901 0.03 0.18 0.02 0.353
H -0.0127 -4.0664 -2.5771 -0.15 -0.10 -0.11 0.350
H 2.0885 -5.2058 -3.0770 0.03 -0.06 -0.03 0.440
H 4.2376 -4.2140 -2.3583 0.14 -0.06 -0.04 0.443
H 4.2747 -2.0637 -1.1870 0.20 0.06 -0.01 0.306
H 3.2702 0.0133 -3.3804 -0.18 -0.08 -0.06 0.333
H 4.9634 -0.0814 -2.9513 0.14 -0.16 0.02 0.424
H 4.2221 1.4754 -3.1817 -0.02 0.25 0.06 0.473
H 2.4752 2.8311 -1.2360 -0.16 0.02 -0.16 0.326
H 3.8811 2.8818 -0.2159 0.22 0.09 0.10 0.623
H 2.3684 2.3070 0.4440 -0.03 0.02 0.23 -0.148
H 4.9333 -0.9717 0.6273 -0.04 -0.20 0.02 0.440
H 4.7727 0.6569 1.2588 -0.14 0.08 0.05 0.378
H 5.8898 0.3320 -0.0309 0.14 0.05 -0.20 0.489
C -2.2100 1.5985 4.0503 0.17 -0.02 0.08 -1.391
C -1.7491 0.2791 3.4427 0.10 -0.09 -0.44 0.668
C -2.8769 -0.3439 2.6318 0.08 -0.05 0.06 -1.579
P -0.1603 0.4625 2.4231 -0.05 -0.13 0.80 0.071
C 1.1783 -0.1488 3.5809 -0.02 0.00 -0.43 0.578
C 2.5284 -0.0350 2.8817 -0.11 -0.09 -0.02 -1.327
C 1.2547 0.4740 4.9750 -0.20 -0.03 -0.10 -1.646
C 0.0841 2.2292 2.0231 -0.22 -0.42 -0.57 0.749
C 0.4529 3.1646 2.9808 0.21 0.18 -0.05 -0.407
C 0.5819 4.5127 2.6737 -0.05 -0.29 0.01 0.451
C 0.8242 5.5093 3.7515 -0.03 0.16 0.11 -1.813
C 0.3969 4.9070 1.3487 -0.06 -0.23 0.05 -1.152
C 0.0273 4.0001 0.3816 -0.05 -0.33 -0.20 -0.457
C -0.1694 2.6503 0.6942 0.76 0.86 1.51 -0.611
N -0.6032 1.7341 -0.2588 0.51 -1.39 -0.77 0.979
C -1.4599 2.2437 -1.2711 -0.94 0.17 -1.09 -0.520
C -2.6416 2.9287 -0.9196 0.11 -0.33 0.09 1.282
C -3.0943 3.0985 0.4986 0.02 -0.06 0.02 -1.152
C -3.4702 3.4391 -1.9072 0.27 -0.10 -0.06 -1.320
C -3.1650 3.3103 -3.2527 0.22 -0.17 0.14 0.609
C -4.0362 3.8805 -4.3185 -0.05 0.04 -0.11 -1.653
C -2.0021 2.6205 -3.5860 -0.23 0.02 0.08 -1.165
C -1.1495 2.0756 -2.6402 0.11 0.10 0.28 1.374
C 0.0885 1.3827 -3.1471 -0.13 -0.01 -0.02 -1.021
H -3.1487 1.4359 4.5770 -0.02 -0.09 0.09 0.561
H -2.3987 2.3482 3.2881 0.02 0.11 -0.07 0.171
H -1.4920 1.9973 4.7609 0.04 0.11 0.07 0.277
H -1.4728 -0.4134 4.2480 0.14 0.06 -0.18 0.803
H -3.2369 0.3463 1.8725 -0.04 0.03 -0.13 0.189
H -3.7089 -0.5500 3.2995 -0.13 -0.07 0.04 0.550
H -2.5798 -1.2822 2.1681 -0.02 -0.11 -0.11 0.330
H 0.9192 -1.2123 3.6935 -0.06 0.15 -0.09 0.471
H 2.7783 1.0154 2.7279 0.08 0.04 -0.08 0.209
H 2.5364 -0.5535 1.9198 0.08 0.04 0.04 0.191
H 3.3034 -0.4754 3.5047 0.09 -0.03 0.04 0.575
H 1.7393 1.4448 4.9455 0.05 0.10 0.01 0.394
H 1.8696 -0.1717 5.5988 0.03 -0.04 0.04 0.520
H 0.2889 0.5739 5.4630 -0.10 0.00 0.05 0.365
H 0.6050 2.8504 3.9998 0.00 0.01 0.12 0.206
H 1.3321 5.0643 4.6021 0.08 0.02 0.07 0.411
H -0.1339 5.8961 4.1010 -0.01 0.07 0.07 0.308
H 1.4005 6.3527 3.3853 0.11 0.10 0.02 0.430
H 0.5248 5.9424 1.0782 0.01 0.18 -0.04 0.495
H -0.1304 4.3260 -0.6347 -0.03 0.06 -0.13 0.684
H -2.5689 2.4314 1.1748 -0.10 -0.01 0.09 -0.596
H -4.1616 2.8957 0.5558 -0.06 0.00 0.11 0.622
H -2.9313 4.1235 0.8313 0.03 0.04 0.12 0.349
H -4.3779 3.9408 -1.6036 -0.09 0.08 0.00 0.474
H -4.9166 4.3575 -3.8975 -0.06 0.03 -0.04 0.405
H -4.3517 3.0984 -5.0079 -0.07 0.01 -0.05 0.365
H -3.4816 4.6188 -4.8973 -0.04 0.05 -0.04 0.364
H -1.7615 2.5008 -4.6312 0.10 -0.01 -0.16 0.562
H 0.2686 1.6993 -4.1732 0.11 -0.02 0.02 0.666
H -0.0299 0.2957 -3.1766 0.12 0.04 0.03 0.197
H 0.9749 1.6443 -2.5650 0.07 -0.07 0.05 -0.229